Formula: C27H41IrO3Se2
Source: OMol25
Level of theory: ωB97M-V/def2-TZVPD

The geometry in XYZ format:
```
74
Properties=species:S:1:pos:R:3:lowdin_spin:R:1
H -2.5348 1.0920 2.6150 0.002
C 0.2582 -1.1986 -3.9850 -0.008
H 3.2146 -2.4898 -7.0281 -0.001
C -3.7181 -0.1605 0.4758 0.001
H -1.2418 2.8716 3.7948 0.000
Se -1.0347 -2.6009 1.0702 -0.066
Se 2.9029 -1.3972 1.4817 0.700
C 0.5951 -3.1942 2.0096 0.016
H 4.0198 -3.0624 -2.2244 0.000
H 2.2087 0.8242 -0.4518 0.000
H -1.0281 4.4725 0.4676 0.000
C 3.0182 2.8229 2.0937 0.002
C -1.6126 3.6448 -2.0310 -0.002
C 2.2191 -1.5546 -5.3930 -0.009
H 2.5470 -3.2167 -1.2565 0.001
O -0.3130 -0.1348 -1.4324 -0.039
C 1.7956 1.9995 2.5280 0.005
C -1.2089 -0.9708 -3.9428 0.000
C -2.2010 1.5079 1.6660 0.001
H 2.2252 -1.0937 -7.4769 0.000
C -1.6563 2.8215 1.6772 0.000
C 2.9213 -1.9902 -4.2552 -0.005
Ir -0.5987 0.1077 0.7806 0.155
H 1.9929 1.3807 3.4058 0.002
H 5.2757 -2.1845 1.6974 -0.001
H -1.7036 -1.7812 -4.4854 0.000
H 0.9427 2.6521 2.7275 0.000
H 2.7537 3.8735 1.9854 0.000
H -1.3671 2.9537 -2.8348 0.000
H -2.2269 -2.8861 3.3182 -0.001
H -0.6713 4.3063 2.8922 0.000
H -2.5162 4.1776 -2.3384 -0.001
C -1.4496 3.4781 0.4607 0.002
H 3.8056 2.9637 0.0496 0.000
C 1.0476 -1.4605 -2.8291 -0.007
C -2.3497 -3.3025 2.3217 -0.008
O 1.4752 1.0998 1.4396 0.039
H -0.8208 4.3822 -1.9261 0.000
H -4.7212 0.2434 0.3284 0.000
H -1.5965 -0.9400 -2.9314 0.000
C 1.4365 -2.0692 2.5951 0.049
H -3.3463 -3.0853 1.9448 0.000
C 2.0853 1.6430 0.2569 -0.001
H 3.7878 -0.9024 -6.6470 -0.001
C -2.5176 1.6920 -0.7414 -0.010
C -1.4428 3.5407 2.9601 0.000
H 0.8160 -1.1914 2.8108 0.007
H 3.9388 -2.3320 -4.3713 0.000
H 0.2531 -3.8607 2.8052 0.001
H 4.1667 -3.5459 1.9455 0.016
C 2.8755 -1.5006 -6.7086 -0.002
H 4.4245 -2.3574 3.2418 0.018
H 0.2869 -0.9693 -6.1011 0.000
H 4.1391 1.4206 0.8601 0.002
H -2.9368 1.3127 -1.6613 0.000
H -3.5363 -0.8738 -0.3292 0.000
H -2.2368 -4.3857 2.3657 -0.003
C 0.8733 -1.2228 -5.2313 0.003
H 1.9006 -2.4128 3.5207 0.004
C 3.4069 2.2241 0.7405 0.003
H -2.3653 4.0800 3.2072 0.000
H -3.7128 -0.6734 1.4348 0.000
C 3.1470 -2.5332 -1.8529 0.015
H -1.4651 -0.0510 -4.4684 0.000
C -1.8423 2.9211 -0.7568 -0.006
H 1.1564 -3.7901 1.2908 0.000
H 1.4391 2.4187 -0.1717 0.000
C 4.3425 -2.4944 2.1648 0.071
C 0.5513 -1.0518 -1.4960 0.005
O 0.9846 -1.5284 -0.4063 0.039
C -2.7347 0.9716 0.4520 -0.001
H 3.4847 -1.7283 -1.1920 0.009
H 3.8257 2.7563 2.8160 0.000
C 2.3512 -1.9908 -2.9886 0.003
```

Output
DFT total energy = -168307.10174 eV
M = 763.8 g/mol
Orbital gap (alpha / beta) = 4.12 / 4.27 eV
E_LUMO (alpha / beta) = -11.9 / -11.8 eV
Expectation value of S² = 0.981
Multiplicity = 2
Total charge = +3
Energy relative to the best compared isomer or geometry (same formula, charge and spin) = 488.77 kJ/mol

***

Formula: C46H55AsMoN3O9P2S
Source: OMol25
Level of theory: ωB97M-V/def2-TZVPD

The geometry in XYZ format:
```
118
Properties=species:S:1:pos:R:3:lowdin_spin:R:1
H 3.4007 0.5943 0.4134 0.000
C 1.1020 1.2469 -2.7986 0.001
H 4.4170 3.2530 -2.7518 0.000
C 1.5931 -3.0061 -2.2349 0.011
H -1.9152 -2.1120 -2.5735 0.000
H 0.4647 -4.7948 -0.8795 0.000
O -1.8653 2.3921 -1.0772 0.002
C -2.9975 0.9756 -3.5789 0.000
H 2.3484 -0.4724 -3.1198 0.000
H -2.6052 1.5418 5.7180 0.000
C -3.1183 -0.6643 -0.3132 0.005
C 2.2773 3.3418 -2.5572 0.000
C -3.8953 1.5406 -4.4690 0.000
H 0.4552 -3.9176 5.8635 0.000
H -4.0421 -3.3748 0.5472 0.000
C 3.1790 0.8805 5.0991 0.000
C 3.5090 1.3161 -2.9451 0.000
H 3.2356 -2.7593 1.6174 -0.001
C 0.5218 -1.2716 -4.7694 0.000
C 2.8566 -3.0660 -2.8064 0.001
H -3.2918 4.8077 1.0860 0.000
P 0.0713 -0.3286 3.0834 0.007
C -1.4202 1.8588 3.9481 0.000
H 1.1803 1.6201 4.8459 0.000
O 1.0825 1.3108 0.0908 0.072
C -1.3654 3.9034 0.9345 0.001
C -2.2252 4.9697 1.1535 0.000
C -2.0811 2.5707 -5.6388 0.000
H 3.0161 2.9554 -0.3636 0.000
C -0.3201 -1.1684 -3.6660 0.000
H -4.9540 1.3466 -4.3554 0.000
N 0.1960 -2.1119 -0.3537 0.066
H -0.1264 2.1714 -4.9004 0.000
H -0.3768 -1.5859 5.4067 0.000
H -3.5371 0.2061 0.1818 0.000
C 3.4920 2.6899 -2.7494 0.000
H -2.1360 3.2204 5.4228 0.000
H 2.9861 -3.6068 -3.7346 0.000
H 0.5135 -4.2268 4.1243 0.000
C 2.3193 0.5991 -2.9673 0.000
H -2.2705 1.9677 3.2776 0.000
H 4.1572 -0.5999 1.4852 -0.001
C -1.1816 2.0022 -4.7466 0.000
H -2.3742 7.0541 1.6132 0.000
C 2.5012 -1.6692 -0.4660 0.015
C 2.2952 -2.2339 1.7960 0.002
C 1.4080 -2.3010 -1.0488 0.010
H 4.4483 0.7971 -3.0916 0.000
C -3.4409 2.3506 -5.4991 0.000
H 1.1409 -2.4722 -6.4290 0.000
H 1.5975 5.4850 1.3544 0.000
C -1.7968 2.1851 5.3716 0.000
C -2.8532 -1.3461 1.9377 0.005
H 0.0732 7.3905 1.7132 0.000
P -0.4437 0.3078 -2.5911 -0.003
H 1.2965 0.2135 5.9338 0.000
H 3.4185 1.5169 5.9516 0.000
C -3.0555 -3.6760 0.2202 -0.001
C -1.7037 6.2228 1.4415 0.000
H -3.6432 -5.7102 -0.1052 0.000
C 3.7619 -1.7285 -1.0287 0.000
H 3.5273 1.3719 4.1926 0.000
O -1.0249 0.4566 3.8998 -0.005
H -1.7091 3.1821 -6.4508 0.000
C -0.3327 6.4113 1.4980 0.000
C 1.0918 2.6251 -2.5668 0.000
C -1.5566 -5.3879 -0.5231 -0.001
H 3.6977 -0.0705 5.2258 0.000
S -2.1088 2.4105 0.3379 0.005
C -1.6296 1.2130 -3.6900 -0.002
C -0.4607 -2.3902 4.6758 0.000
O -3.4673 2.4071 0.8017 0.000
C -0.5239 -4.4696 -0.5903 0.007
N 2.2055 -1.0878 0.8378 -0.008
C 0.5270 5.3415 1.2907 0.000
H -2.7998 -0.3382 2.3411 0.000
O 1.4064 -0.2362 3.9329 -0.004
H 2.8715 0.4527 2.1076 0.000
C -1.2376 -2.1861 -3.4160 0.000
H 0.1538 3.1310 -2.3769 0.000
H -0.9451 2.0707 6.0420 0.000
C 0.4774 -2.3975 -5.5770 0.000
H -3.3876 0.3370 -2.8000 0.000
C -2.0179 -2.7592 0.1723 0.009
H 4.6053 -1.2409 -0.5608 0.000
H 0.7601 -3.4855 -2.7279 0.000
C -0.4240 -3.4202 -5.3070 0.000
H -2.3761 -2.0502 2.6062 0.000
O -1.3584 1.2651 1.0203 0.026
H -4.1413 2.7963 -6.1928 0.000
N -2.1770 -1.3691 0.6071 -0.002
C -1.2940 -3.3067 -4.2322 0.000
H -2.5899 -0.3455 -1.2009 0.001
O 1.4706 2.2405 2.6681 0.004
C 3.9376 -2.4282 -2.2159 0.013
H -1.4691 -2.7988 4.7423 0.000
C 1.6879 0.6784 5.0267 0.000
H 1.5887 -3.0155 4.8504 0.000
O -0.3384 -1.8451 3.3339 0.006
H 1.4623 -2.9138 1.6393 0.000
H -0.4570 -4.2954 -5.9427 0.000
H -3.9039 -1.6115 1.8165 0.000
H -0.5913 2.4682 3.5928 0.000
H -3.9304 -1.3377 -0.5913 0.000
H 2.2875 -1.8614 2.8138 0.000
C 3.2228 -0.0915 1.2364 -0.001
H -2.0113 -4.0902 -4.0232 0.000
H 1.2142 -0.4720 -5.0052 0.000
As 1.3006 2.6696 1.1066 0.009
O 2.7140 3.4282 0.4275 0.000
H 4.9165 -2.4753 -2.6736 0.001
H 2.2559 4.4108 -2.3879 0.000
H -1.3599 -6.4227 -0.7706 0.000
C -2.8335 -4.9950 -0.1414 0.008
C -0.7584 -3.1271 -0.2794 0.004
Mo -0.0484 -0.2768 0.4836 1.735
C 0.5905 -3.4518 4.8870 0.000
C 0.0118 4.0818 1.0059 0.001
```

Output
DFT total energy = -163597.93221 eV
M = 1058.8 g/mol
Orbital gap (alpha / beta) = 6.95 / 6.75 eV
E_LUMO (alpha / beta) = -2.8 / -3.4 eV
Expectation value of S² = 2.018
Multiplicity = 3
Total charge = +1
Energy relative to the best compared isomer or geometry (same formula, charge and spin) = 52.99 kJ/mol

***

Formula: C4H11NO
Source: OMol25
Level of theory: ωB97M-V/def2-TZVPD

The geometry in XYZ format:
```
17
Properties=species:S:1:pos:R:3:nbo_charge:R:1
C -0.7201 0.4398 0.0619 -0.557
C -1.7587 -2.6578 -0.3452 -0.600
H -2.0783 -3.5538 -0.8833 0.206
H -2.0289 -1.0573 -1.7334 0.222
H 1.3605 -1.7442 -1.2209 0.385
H -1.0707 -2.9824 0.4374 0.210
C -0.2840 -0.6244 -0.6115 0.211
N 1.0482 -0.9400 -0.7190 -0.822
H -0.6282 -2.0853 -2.1142 0.197
H 1.7499 -0.3922 -0.2497 0.386
H 2.7659 6.4385 2.6229 0.468
H -2.6580 -2.2856 0.1740 0.209
H 0.0116 1.0678 0.5588 0.185
O 3.6560 6.1001 2.4671 -0.936
H -1.7596 0.7206 0.1920 0.206
H 3.5883 5.1552 2.6694 0.468
C -1.1939 -1.5989 -1.3062 -0.438
```

Output
Structure (SMILES) = C=C(N)CC.O
DFT total energy = -7863.42187 eV
M = 89.1 g/mol
Orbital gap = 8.76 eV
E_LUMO = 0.9 eV
Multiplicity = 1
Energy relative to the best compared isomer or geometry (same formula, charge and spin) = 109.19 kJ/mol

***

Formula: C35H41AsNOPSSiSn
Source: OMol25
Level of theory: ωB97M-V/def2-TZVPD

The geometry in XYZ format:
```
83
Properties=species:S:1:pos:R:3:nbo_charge:R:1
H 5.0408 -0.9574 -0.1244 0.233
C -3.0941 -2.6125 2.1719 -0.185
As 3.3330 0.9210 0.0354 0.896
C 1.8209 -2.7793 -0.4189 -0.956
H -3.6302 -6.4142 2.6706 0.243
H -3.6470 -0.5568 -2.6004 0.224
C 7.0355 4.8587 0.0142 -0.200
Si -3.7921 -2.6851 -0.5600 1.931
H -6.3355 1.1497 1.1929 0.237
C -5.5018 1.5644 -0.7407 -0.131
H 5.7557 0.5995 -0.5854 0.251
C 4.7293 3.4126 -0.6206 -0.088
H 0.1358 5.6209 3.3587 0.256
H 3.2013 1.9582 2.3347 0.233
H 3.2755 -3.2609 2.1219 0.249
C 2.8966 -2.2377 2.1629 -0.939
H 0.9374 -2.8794 -1.0514 0.243
P 1.3586 -2.0969 1.2071 0.883
C 4.8735 -0.0337 -0.6765 -0.954
H 1.5119 4.0437 1.9588 0.241
S -1.9323 0.9672 1.0734 -0.281
H 2.7139 -1.9729 3.2044 0.256
H 2.5231 -2.1127 -0.9227 0.252
H -3.0156 -4.9814 4.5794 0.237
H 5.8736 5.7077 1.6038 0.223
C -3.6356 -4.7968 1.2654 -0.176
H -2.8989 -1.5522 2.0470 0.234
H 0.8757 -4.3853 1.8223 0.246
H -4.9038 -2.6893 -3.3059 0.229
H -5.9215 2.5612 -0.7849 0.236
H -5.3952 -1.1203 1.3035 0.229
C 3.5036 2.6212 -0.9510 -0.700
C -3.4576 -3.4161 1.0712 -0.584
C 0.3524 -3.4329 1.9246 -0.941
H 3.6584 -1.5715 1.7671 0.242
C -2.4736 -4.6819 -1.9820 -0.180
H -4.4056 -4.0737 -5.2773 0.243
H 4.7070 -0.2749 -1.7255 0.240
H 0.1819 -3.2381 2.9832 0.254
C 0.4693 3.8919 2.1897 0.046
H 5.8916 2.6052 -2.2348 0.212
H -1.4456 -6.2255 -3.0540 0.238
C -3.4750 -5.3546 2.5223 -0.212
C -4.7454 1.0922 -1.8070 -0.212
C 7.0352 3.9845 -1.0618 -0.192
C 3.9654 1.3817 1.8168 -0.945
H -0.6171 -3.5012 1.4338 0.238
H 4.8835 1.9632 1.7519 0.253
C -3.4483 -3.6678 -2.0396 -0.579
C -1.3422 2.3974 1.8139 0.063
H 4.1579 0.4696 2.3765 0.232
C -2.9289 -3.1798 3.4219 -0.225
H -3.9206 -5.4331 0.4362 0.231
C -4.2318 -0.1896 -1.7650 -0.164
N -0.0598 2.7660 1.6519 -0.001
H 2.5851 3.1805 -0.7719 0.240
H 7.9249 3.8647 -1.6652 0.228
C -3.8635 -4.2299 -4.3553 -0.209
H -2.2842 5.0378 3.7309 0.248
H -1.9366 -4.8670 -1.0596 0.220
H -2.6804 -5.8285 -5.1487 0.239
C -5.2081 -0.5034 0.4333 -0.167
C -4.4547 -1.0072 -0.6418 -0.589
C -4.1372 -3.4524 -3.2460 -0.169
C -0.3021 4.7274 2.9405 -0.237
C -5.7367 0.7722 0.3755 -0.201
C 4.7416 4.2987 0.4538 -0.164
H -2.6463 -2.5627 4.2642 0.235
C -2.1507 3.2467 2.5880 -0.225
Sn 0.3195 0.2524 -0.1143 0.984
C 5.8825 5.0179 0.7704 -0.215
C -2.8926 -5.2208 -4.2789 -0.116
H -3.1828 2.9611 2.7272 0.246
H -4.5696 1.7218 -2.6682 0.239
H 7.9263 5.4224 0.2553 0.230
C -3.1290 -4.5442 3.5958 -0.127
H 2.2892 -3.7588 -0.3108 0.250
C -2.1952 -5.4475 -3.0987 -0.216
C -1.6460 4.3938 3.1421 -0.128
O 0.7960 2.0228 0.9245 -0.712
C 5.8887 3.2693 -1.3777 -0.212
H 3.8445 4.4340 1.0488 0.183
H 3.5082 2.3250 -2.0023 0.241
```

Output
DFT total energy = -135156.34409 eV
M = 776.5 g/mol
Orbital gap = 6.04 eV
E_LUMO = -6.4 eV
Multiplicity = 1
Total charge = +2
Energy relative to the best compared isomer or geometry (same formula, charge and spin) = 56.83 kJ/mol

***

What is the energy relative to the best compared isomer or geometry (same formula, charge and spin) in the second record? 52.99 kJ/mol